[1]
Computed, not measured: a cluster of 15 separate species, C15H60O15 in total at a distorted geometry, with wB97M-V/def2-TZVPD.

```
90
C15H60O15 | the OMol25 dataset | wB97M-V/def2-TZVPD
C 9.152 13.660 13.936
O 8.477 13.982 12.736
H 9.670 12.739 13.723
H 9.912 14.391 14.212
H 8.498 13.536 14.800
H 7.684 14.502 12.954
C 11.686 6.168 10.640
O 10.569 6.018 9.766
H 12.580 6.041 10.019
H 11.732 7.154 11.131
H 11.743 5.344 11.348
H 9.817 6.020 10.379
C 11.341 12.174 7.017
O 12.294 11.943 7.995
H 10.435 11.530 7.171
H 11.119 13.244 7.059
H 11.808 11.910 6.100
H 12.718 11.095 7.826
C 14.329 11.947 11.413
O 13.936 12.743 12.549
H 14.276 10.914 11.648
H 13.732 12.145 10.492
H 15.397 12.121 11.139
H 13.867 13.648 12.217
C 11.324 13.790 10.581
O 10.070 13.828 9.967
H 11.706 14.811 10.793
H 11.412 13.244 11.553
H 12.111 13.391 9.945
H 9.458 13.748 10.734
C 6.440 10.855 12.448
O 6.891 9.967 11.425
H 5.391 11.049 12.252
H 6.545 10.383 13.433
H 6.973 11.823 12.436
H 7.609 10.334 10.898
C 13.841 8.993 9.545
O 13.426 9.425 8.179
H 14.268 7.990 9.592
H 14.613 9.675 9.871
H 12.979 9.150 10.196
H 12.824 8.720 7.855
C 7.188 6.134 9.629
O 7.723 5.813 10.895
H 7.205 5.260 8.953
H 6.099 6.346 9.788
H 7.697 6.946 9.088
H 7.623 6.584 11.470
C 12.152 9.758 13.502
O 12.028 11.125 13.987
H 13.174 9.418 13.565
H 11.428 9.153 14.088
H 11.838 9.836 12.494
H 12.557 11.746 13.509
C 7.187 7.568 13.586
O 8.214 7.901 12.671
H 7.125 8.261 14.452
H 6.232 7.498 13.081
H 7.419 6.562 13.919
H 7.910 8.658 12.139
C 6.740 13.578 8.845
O 7.864 12.876 8.375
H 6.003 12.881 9.307
H 6.932 14.293 9.638
H 6.143 14.037 8.079
H 8.697 13.346 8.586
C 10.190 10.644 10.604
O 8.936 10.798 9.846
H 10.378 9.596 10.600
H 11.033 11.196 10.118
H 10.010 10.991 11.645
H 8.849 11.625 9.362
C 9.783 8.333 7.468
O 11.064 7.769 7.679
H 9.811 9.015 6.635
H 9.123 7.520 7.196
H 9.359 8.764 8.361
H 10.858 7.028 8.233
C 9.343 10.520 15.640
O 10.221 11.501 16.103
H 8.314 10.732 16.032
H 9.233 10.502 14.535
H 9.623 9.524 15.971
H 10.982 11.561 15.486
C 6.784 9.641 7.825
O 6.310 8.595 7.002
H 6.101 10.451 7.973
H 7.032 9.293 8.845
H 7.688 10.045 7.384
H 5.373 8.728 6.797
```

The spin multiplicity is 1. The total energy comes out at -1735.8537 hartree. For the HOMO-LUMO gap, the calculation gives 10.144 eV. Its energy above the lowest of the compared OMol25 structures with the same formula, charge and spin is 611.48 kJ/mol. The value obtained for the HOMO energy is -9.84 eV.

***

[2]
Computed, not measured: a cluster of 21 separate species, C15H69BNO26PS2 in total at a distorted geometry, with wB97M-V/def2-TZVPD.

```
115
C15H69BNO26PS2 | the OMol25 dataset | wB97M-V/def2-TZVPD
C 4.809 -1.470 2.639
C 5.738 -1.127 1.460
P 4.838 -0.654 -0.085
C 6.156 -0.711 -1.380
C 4.177 1.096 0.047
C 4.412 1.755 1.429
O 5.786 2.004 1.677
O 5.868 3.357 2.027
O 2.744 1.178 -0.209
C 2.022 0.149 0.290
O 1.998 -0.117 1.414
C 1.165 -0.648 -0.655
C -0.221 -0.887 -0.013
C -1.358 -0.950 -1.044
S -2.520 0.443 -0.684
C -4.133 -0.291 -0.718
S -4.518 -1.277 -1.974
N -5.063 -0.065 0.254
C -4.498 0.128 1.599
C -4.060 1.570 1.919
O -4.504 2.536 0.971
C -5.860 2.302 0.655
C -6.038 0.981 -0.119
B 4.851 2.083 -1.023
C 3.941 2.878 -2.059
O 6.190 2.296 -1.053
H 5.317 -2.242 3.236
H 3.856 -1.891 2.343
H 4.718 -0.600 3.280
H 6.297 -2.028 1.212
H 6.483 -0.389 1.746
H 6.968 -0.040 -1.100
H 6.601 -1.694 -1.428
H 5.779 -0.444 -2.359
H 4.026 1.164 2.255
H 3.836 2.677 1.437
H 6.612 3.721 1.526
H 1.642 -1.602 -0.852
H 0.995 -0.133 -1.600
H -0.397 -0.057 0.665
H -0.252 -1.796 0.578
H -1.039 -0.837 -2.074
H -1.969 -1.838 -0.951
H -3.636 -0.523 1.675
H -5.253 -0.192 2.314
H -2.979 1.627 1.946
H -4.408 1.875 2.909
H -6.466 2.244 1.565
H -6.225 3.105 0.035
H -7.062 0.632 0.060
H -5.904 1.194 -1.174
H 3.162 3.405 -1.510
H 3.526 2.235 -2.830
H 4.555 3.643 -2.535
H 6.464 2.693 -1.889
O -0.986 -3.771 2.135
H -1.523 -3.500 2.888
H -0.097 -3.853 2.497
O 4.862 -4.383 3.631
H 5.394 -4.814 4.311
H 4.857 -5.014 2.902
O -7.117 5.210 0.294
H -6.939 5.574 1.169
H -6.769 5.872 -0.314
O 4.578 -2.081 6.100
H 5.108 -2.511 6.779
H 4.573 -2.712 5.370
O -8.888 -0.165 -0.961
H -9.797 -0.417 -1.157
H -8.363 -0.750 -1.527
O -9.750 1.960 1.676
H -10.666 1.718 1.493
H -9.234 1.376 1.108
O -6.449 -3.083 2.740
H -6.294 -2.698 3.610
H -6.098 -2.424 2.131
O -4.759 -4.808 -2.030
H -4.091 -5.277 -1.517
H -4.444 -3.896 -2.057
O -1.864 3.700 0.872
H -2.781 3.433 0.704
H -1.343 3.118 0.310
O -6.671 -0.355 4.023
H -7.470 -0.144 3.522
H -6.978 -0.431 4.933
O 5.410 -2.658 -3.586
H 4.482 -2.893 -3.694
H 5.879 -3.238 -4.205
O 7.616 -4.135 -4.883
H 7.673 -5.011 -5.279
H 8.537 -3.880 -4.739
O -7.570 -0.778 -3.714
H -7.416 0.142 -3.953
H -6.704 -1.100 -3.432
O 4.122 4.930 4.022
H 3.173 4.772 3.965
H 4.510 4.299 3.402
O 5.501 7.397 4.586
H 5.076 6.539 4.740
H 6.328 7.174 4.147
O -12.625 3.506 1.361
H -12.450 3.871 2.235
H -12.279 4.170 0.754
O 10.489 -2.750 -5.364
H 10.577 -2.553 -6.303
H 11.182 -2.222 -4.942
O 12.981 -2.227 -3.824
H 12.891 -2.992 -3.243
H 13.848 -2.336 -4.230
O -3.896 -1.114 -5.441
H -4.716 -0.899 -5.900
H -4.162 -1.188 -4.516
O -5.699 -3.152 -5.891
H -5.832 -3.890 -5.286
H -4.813 -3.287 -6.244
```

The spin multiplicity is 1. The total energy comes out at -3786.3651 hartree. For the HOMO-LUMO gap, the calculation gives 7.334 eV. The value obtained for the HOMO energy is -7.85 eV.

***

LUMO (eV)
0.30, -0.51